[1]
Here is a molecular structure, C5H11BBr2FLuNO4S in a non-equilibrium geometry from the OMol25 dataset. Energies are from the ωB97M-V functional and the def2-TZVPD basis.

Output
Kohn-Sham gap = 2.13 eV
highest occupied orbital energy = -18.87 eV
total charge = +3
LUMO = -16.74 eV

Last column: Mulliken charge in e.
Cartesian coordinates (Å):
C 2.932 0.932 -0.410  -0.879
C 1.703 1.918 -0.454  -0.075
O 0.989 1.988 0.795  -0.335
B -0.402 1.815 0.615  0.140
O -1.222 2.865 0.998  -0.323
N -0.834 0.469 0.067  0.514
C -0.924 -0.573 1.074  -0.586
Br -2.761 -0.980 1.741  -0.007
C -0.191 -1.937 0.635  3.592
C 0.170 -2.026 -0.893  -1.222
Br 1.540 -2.017 1.617  0.229
S -2.182 0.546 -0.983  1.238
O -1.686 1.183 -2.222  -0.545
O -3.331 1.291 -0.450  -0.474
F -2.625 -0.995 -1.410  -0.223
H 3.449 1.036 0.572  0.263
H 2.579 -0.129 -0.503  0.012
H 3.640 1.139 -1.245  0.403
H 1.054 1.584 -1.303  0.190
H 2.045 2.952 -0.706  0.398
H -1.858 2.606 1.681  0.325
H -0.347 -0.209 1.964  0.765
H -0.778 -2.885 1.023  -2.959
H 0.607 -1.095 -1.307  0.285
H -0.718 -2.409 -1.447  0.425
H 0.963 -2.812 -0.986  0.520
Lu -1.819 -4.347 1.594  1.329

***

[2]
Here is a single C4H8O2 molecule from the OMol25 dataset. Energies are from the ωB97M-V functional and the def2-TZVPD basis.

Output
Kohn-Sham gap = 8.06 eV
highest occupied orbital energy = -8.12 eV
LUMO = -0.05 eV

Last column: Mulliken charge in e.
Cartesian coordinates (Å):
C -2.137 -0.364 -0.547  -1.314
C -0.641 -0.367 -0.351  -0.225
O -0.311 0.710 0.544  -0.266
C 0.936 0.880 0.874  0.102
C 2.113 0.085 0.477  -0.078
O 3.275 0.407 0.851  -0.715
H -2.475 0.598 -0.941  0.329
H -2.651 -0.553 0.399  0.329
H -2.410 -1.150 -1.257  0.380
H -0.271 -1.308 0.067  0.309
H -0.095 -0.173 -1.287  0.399
H 1.088 1.795 1.454  0.429
H 1.782 0.430 -0.642  0.076
H 1.797 -0.989 0.359  0.245

***

[3]
Here is a molecular structure, C36H71N5S in a non-equilibrium geometry from the OMol25 dataset. Energies are from the ωB97M-V functional and the def2-TZVPD basis.

Output
Kohn-Sham gap = 7.65 eV
highest occupied orbital energy = -8.06 eV
LUMO = -0.42 eV

Last column: Mulliken charge in e.
Cartesian coordinates (Å):
C 1.904 -5.069 -1.116  -1.024
C 1.738 -4.004 -2.244  1.127
C 3.006 -3.750 -3.098  -1.053
C 4.164 -2.989 -2.355  -0.973
C 3.817 -2.456 -0.939  1.086
C 4.819 -1.296 -0.591  -0.630
C 5.012 -1.088 0.936  -1.275
C 3.866 -0.249 1.628  -0.188
C 2.791 -1.268 2.150  0.603
C 1.811 -0.653 3.204  -1.410
C 0.351 -0.445 2.710  0.769
C -0.308 -1.709 2.126  -0.457
C -1.695 -1.482 1.438  -0.757
C -1.767 -0.247 0.543  0.994
C -2.875 0.572 0.499  0.146
C -4.138 0.289 1.346  -1.240
N -3.874 0.227 2.801  -0.494
C -2.904 1.750 -0.357  -1.212
C -1.905 2.145 -1.207  -0.239
C -2.155 3.411 -2.062  0.428
C -2.772 4.505 -1.091  -1.464
C -0.887 4.052 -2.680  -1.229
C 0.168 4.533 -1.646  -0.484
C -0.731 1.298 -1.236  1.571
N 0.340 1.463 -2.007  -0.448
S 1.360 0.250 -1.617  0.046
N 0.474 -0.511 -0.504  -0.285
C -0.690 0.131 -0.340  -0.068
H 0.957 -5.634 -1.048  0.326
H 2.779 -5.712 -1.278  0.351
H 1.973 -4.527 -0.153  0.129
H 1.329 -3.040 -1.895  -0.416
H 0.972 -4.404 -2.943  -0.051
H 3.374 -4.735 -3.440  0.402
H 2.665 -3.229 -4.014  0.300
H 4.980 -3.725 -2.211  0.327
H 4.565 -2.217 -3.034  0.299
H 3.906 -3.257 -0.189  0.486
H 2.812 -2.014 -0.852  -1.106
H 5.798 -1.590 -1.012  0.440
H 4.455 -0.383 -1.098  0.270
H 5.954 -0.553 1.154  0.368
H 5.064 -2.087 1.407  0.431
H 4.304 0.338 2.454  0.499
H 3.397 0.431 0.892  0.000
H 3.353 -2.061 2.678  0.436
H 2.291 -1.667 1.255  -0.740
H 2.211 0.346 3.472  0.359
H 1.830 -1.233 4.146  0.440
H 0.326 0.432 2.045  -0.833
H -0.246 -0.167 3.604  0.476
H 0.326 -2.269 1.423  -0.329
H -0.492 -2.391 2.982  0.717
H -1.888 -2.375 0.805  -0.056
H -2.478 -1.500 2.208  0.328
H -4.574 -0.656 0.969  0.302
H -4.842 1.110 1.113  0.381
H -4.187 1.107 3.198  0.245
H -4.432 -0.536 3.171  0.212
H -3.823 2.347 -0.309  0.191
H -2.947 3.208 -2.803  0.505
H -2.328 4.411 -0.083  0.391
H -2.475 5.497 -1.468  0.424
H -3.862 4.416 -0.986  0.343
H -0.433 3.326 -3.377  0.358
H -1.238 4.877 -3.330  0.591
H 0.256 5.632 -1.716  0.439
H -0.069 4.219 -0.622  -0.387
H 1.152 4.126 -1.939  0.290
C -2.342 -5.852 -4.703  -1.397
C -3.596 -5.308 -4.032  -0.329
N -3.613 -5.494 -2.592  0.183
C -4.908 -5.214 -1.993  -0.680
C -5.435 -3.776 -2.059  -0.687
C -2.465 -4.970 -1.870  -1.259
C -2.161 -3.474 -1.998  0.571
H -2.202 -6.910 -4.478  0.326
H -2.431 -5.747 -5.786  0.447
H -1.446 -5.309 -4.399  0.207
H -4.451 -5.840 -4.460  0.512
H -3.710 -4.251 -4.315  0.233
H -4.894 -5.536 -0.947  0.351
H -5.646 -5.865 -2.475  0.408
H -4.928 -3.125 -1.346  -0.031
H -6.497 -3.762 -1.800  0.404
H -5.340 -3.343 -3.056  0.272
H -1.578 -5.525 -2.190  0.295
H -2.567 -5.221 -0.810  0.263
H -2.255 -3.114 -3.024  0.442
H -1.134 -3.279 -1.678  -0.323
H -2.809 -2.874 -1.360  -0.204
C 1.035 3.418 2.001  -0.258
C 1.035 4.350 3.203  -0.793
N 2.271 5.094 3.362  0.129
C 2.368 5.779 4.641  -0.697
C 1.368 6.904 4.931  -0.975
C 2.702 5.862 2.205  -0.697
C 1.749 6.932 1.660  -0.967
H 1.871 2.716 2.046  0.222
H 0.109 2.837 1.984  0.289
H 1.089 3.964 1.061  -0.250
H 0.884 3.733 4.095  0.467
H 0.159 5.013 3.128  0.253
H 3.382 6.171 4.759  0.373
H 2.266 5.027 5.430  0.410
H 1.614 7.815 4.387  0.226
H 1.395 7.154 5.994  0.400
H 0.342 6.621 4.691  0.275
H 2.925 5.162 1.395  0.354
H 3.667 6.327 2.428  0.372
H 0.715 6.587 1.614  0.214
H 2.047 7.202 0.643  0.367
H 1.784 7.847 2.251  0.307

***

[4]
Here is a single C6H12N2O molecule in a non-equilibrium geometry from the OMol25 dataset. Energies are from the ωB97M-V functional and the def2-TZVPD basis.

Output
Kohn-Sham gap (alpha / beta) = 7.48 / 8.43 eV
highest occupied orbital energy (alpha / beta) = -7.87 / -8.16 eV
LUMO (alpha / beta) = -0.39 / 0.27 eV

Last column: Mulliken charge in e.
Cartesian coordinates (Å):
C 1.264 0.670 1.303  0.130
C -2.590 0.364 0.116  -1.185
C -1.426 -1.334 -1.435  -1.067
C -1.329 -0.129 -0.540  0.778
N 2.432 1.443 1.589  -0.585
C 1.316 0.195 -0.316  0.283
C 1.733 -1.078 -0.660  -1.303
O 0.071 1.317 1.385  -0.532
N -0.268 0.546 -0.357  -0.207
H 1.289 -0.248 1.909  0.317
H 2.420 2.323 1.082  0.231
H 2.572 1.578 2.583  0.254
H 1.746 0.997 -0.912  0.316
H -3.026 -0.445 0.708  0.315
H -3.319 0.649 -0.647  0.330
H -2.382 1.214 0.761  0.304
H -1.647 -1.021 -2.458  0.256
H -2.230 -1.994 -1.100  0.324
H -0.475 -1.866 -1.461  0.357
H 1.400 -1.940 -0.098  0.390
H 2.451 -1.241 -1.450  0.293

***

[5]
Here is 4 unconnected molecules or ions with the total composition C28H57NO5 from the OMol25 dataset. Energies are from the ωB97M-V functional and the def2-TZVPD basis.

Output
Kohn-Sham gap = 9.83 eV
highest occupied orbital energy = -9.20 eV
structure (SMILES) = CCCCCCCCCCCCCCCCCCNC(=O)O.CC(C)=O.CC(C)=O.CC(C)=O
LUMO = 0.63 eV

Last column: Mulliken charge in e.
Cartesian coordinates (Å):
C -0.549 -2.870 1.988  -1.037
C 0.903 -2.599 1.558  -0.420
C 1.125 -2.775 0.050  -1.140
C 0.722 -1.537 -0.766  1.048
C 0.662 -1.810 -2.278  -0.830
C -0.388 -1.045 -3.113  -0.524
C -0.689 0.411 -2.738  -1.059
C 0.519 1.340 -2.575  1.261
C 1.565 1.305 -3.713  -0.651
C 2.980 1.001 -3.207  -0.250
C 3.640 2.191 -2.479  -1.103
C 3.687 1.980 -0.964  0.952
C 4.339 3.121 -0.164  -1.028
C 3.310 3.973 0.600  -1.024
C 2.314 3.179 1.463  -0.327
C 0.868 3.612 1.231  -0.536
C -0.151 2.770 1.999  -0.935
C -0.318 1.391 1.360  1.130
N -1.689 0.808 1.498  -0.281
C -2.324 1.153 2.729  0.436
O -2.090 0.670 3.800  -0.537
O -3.277 2.078 2.576  -0.504
H -1.233 -2.720 1.149  0.265
H -0.679 -3.892 2.342  0.266
H -0.855 -2.192 2.792  0.330
H 1.587 -3.242 2.117  0.464
H 1.165 -1.566 1.812  0.069
H 2.189 -2.973 -0.127  0.408
H 0.557 -3.641 -0.305  0.490
H -0.249 -1.177 -0.406  -0.274
H 1.471 -0.766 -0.561  -0.247
H 0.454 -2.879 -2.403  0.645
H 1.652 -1.646 -2.714  0.178
H -1.330 -1.603 -3.060  0.484
H -0.082 -1.075 -4.162  -0.019
H -1.343 0.827 -3.514  0.442
H -1.274 0.438 -1.810  0.250
H 0.133 2.362 -2.484  0.597
H 1.009 1.130 -1.619  -1.399
H 1.586 2.294 -4.185  0.515
H 1.283 0.585 -4.485  -0.183
H 2.909 0.172 -2.491  0.087
H 3.602 0.666 -4.041  0.453
H 3.057 3.096 -2.684  0.425
H 4.658 2.367 -2.845  0.305
H 4.215 1.037 -0.777  0.299
H 2.654 1.848 -0.637  -0.799
H 5.101 2.743 0.523  0.371
H 4.863 3.781 -0.865  0.389
H 3.817 4.713 1.225  0.411
H 2.743 4.544 -0.147  0.348
H 2.419 2.110 1.267  0.131
H 2.543 3.320 2.526  0.626
H 0.769 4.664 1.523  0.418
H 0.631 3.549 0.162  0.109
H -1.107 3.300 2.016  0.361
H 0.201 2.648 3.027  0.310
H -0.119 1.463 0.286  -0.749
H 0.412 0.697 1.784  0.074
H -1.584 -0.201 1.538  0.167
H -3.275 2.351 1.649  0.403
C 0.138 -2.254 -8.335  -1.194
C 0.947 -1.320 -7.468  0.852
C 2.365 -1.046 -7.906  -1.073
O 0.484 -0.817 -6.472  -0.518
H -0.859 -2.372 -7.918  0.307
H 0.067 -1.857 -9.348  0.342
H 0.628 -3.228 -8.393  0.332
H 2.370 -0.608 -8.905  0.361
H 2.930 -1.979 -7.951  0.343
H 2.841 -0.364 -7.206  0.186
C -5.178 -5.629 1.311  -1.161
C -3.826 -5.294 1.896  0.870
C -3.749 -5.196 3.401  -1.059
O -2.858 -5.112 1.197  -0.517
H -5.109 -5.670 0.227  0.297
H -5.523 -6.591 1.694  0.342
H -5.909 -4.874 1.603  0.331
H -4.046 -6.143 3.854  0.363
H -4.434 -4.427 3.761  0.320
H -2.734 -4.949 3.703  0.227
C -3.178 3.557 8.216  -1.065
C -2.487 2.212 8.197  0.778
C -2.640 1.401 6.936  -0.837
O -1.847 1.820 9.144  -0.558
H -2.999 4.050 9.168  0.301
H -2.804 4.180 7.402  0.301
H -4.251 3.427 8.066  0.312
H -2.248 1.946 6.078  0.135
H -3.695 1.202 6.742  0.326
H -2.105 0.460 7.034  0.300